Formula: C36H33N4PtSb
Source: the Open Molecules 2025 dataset
Level of theory: the ωB97M-V functional and the def2-TZVPD basis

The geometry in XYZ format:
```
75
Properties=species:S:1:pos:R:3:forces:R:3:mulliken_charge:R:1
Pt 0.454 0.850 0.384 -0.132 0.160 0.070 0.719
C 0.385 3.977 0.552 -0.016 0.020 -0.059 -0.572
N 0.960 2.766 1.199 0.009 -0.180 -0.016 -0.514
C 2.441 2.754 1.044 0.016 0.034 0.014 -1.170
C 2.800 2.264 -0.336 -0.004 -0.002 -0.019 0.928
C 3.848 2.778 -1.069 0.001 -0.003 0.007 -0.788
C 4.124 2.248 -2.324 0.005 0.003 -0.011 -0.501
C 3.327 1.229 -2.815 0.006 0.007 0.013 -0.957
C 2.283 0.763 -2.039 0.038 0.002 0.007 0.275
N 2.035 1.257 -0.820 0.010 -0.023 -0.029 0.507
C 0.512 2.616 2.608 -0.029 0.021 0.015 -1.048
C -0.836 1.943 2.665 -0.003 0.010 0.014 1.160
C -1.798 2.284 3.592 0.027 0.001 -0.004 -0.994
C -3.007 1.601 3.598 -0.017 -0.015 -0.001 -0.575
C -3.222 0.608 2.660 0.006 0.024 0.021 -1.127
C -2.220 0.315 1.756 -0.026 0.040 -0.011 -0.042
N -1.043 0.952 1.767 0.012 -0.002 -0.016 0.395
C -1.043 3.819 0.088 0.011 0.001 0.027 0.493
C -2.021 4.731 0.447 -0.008 -0.021 0.030 -0.821
C -3.296 4.578 -0.085 -0.004 -0.003 0.000 -0.475
C -3.536 3.524 -0.948 -0.015 0.005 0.001 -0.781
C -2.491 2.660 -1.243 0.043 0.015 0.022 -0.143
N -1.268 2.800 -0.740 -0.009 0.003 -0.040 -0.137
H 1.000 4.200 -0.321 -0.004 -0.048 -0.014 0.400
H 0.475 4.818 1.244 0.030 0.005 -0.005 0.398
H 2.848 2.060 1.781 0.006 0.010 0.005 0.430
H 2.872 3.740 1.230 -0.009 0.004 0.003 0.411
H 4.441 3.587 -0.665 -0.002 -0.001 0.003 0.532
H 4.944 2.637 -2.911 0.002 -0.001 0.003 0.448
H 3.498 0.799 -3.791 -0.005 -0.003 0.000 0.522
H 1.623 -0.019 -2.390 0.016 0.018 -0.015 0.151
H 0.482 3.581 3.119 0.000 0.001 -0.003 0.409
H 1.237 1.983 3.121 -0.002 0.002 0.005 0.347
H -1.605 3.080 4.298 0.003 0.001 -0.003 0.525
H -3.772 1.853 4.321 -0.001 0.003 -0.001 0.458
H -4.152 0.059 2.618 0.000 -0.001 -0.003 0.550
H -2.350 -0.455 1.010 -0.024 0.059 0.011 0.601
H -1.793 5.548 1.119 0.001 0.006 -0.005 0.425
H -4.083 5.276 0.169 0.000 0.002 -0.003 0.458
H -4.509 3.374 -1.395 -0.002 0.000 0.004 0.453
H -2.637 1.828 -1.924 -0.015 0.007 0.003 0.417
C -3.249 -3.963 2.207 -0.007 0.000 -0.003 -0.564
C -3.319 -3.884 0.824 -0.012 -0.001 -0.001 -0.716
C -2.324 -3.224 0.112 0.001 0.017 0.004 -0.199
C -1.262 -2.643 0.798 0.046 -0.098 -0.019 0.164
C -1.189 -2.724 2.187 0.015 -0.076 0.003 -0.587
C -2.183 -3.388 2.890 0.014 0.007 0.002 -0.677
Sb 0.244 -1.606 -0.231 0.078 -0.028 -0.027 1.432
C -0.194 -1.887 -2.267 -0.049 0.024 0.006 0.249
C -1.252 -1.166 -2.821 0.002 0.007 0.000 -0.487
C -1.574 -1.328 -4.160 0.003 -0.003 -0.009 -0.642
C -0.833 -2.201 -4.947 -0.008 0.010 -0.003 -0.539
C 0.225 -2.912 -4.400 0.014 -0.010 0.010 -0.721
C 0.548 -2.758 -3.057 0.007 -0.022 0.004 -0.502
C 1.995 -2.703 0.113 -0.009 -0.001 0.041 0.662
C 1.937 -4.094 0.044 -0.001 0.001 0.000 -0.616
C 3.089 -4.840 0.247 -0.003 -0.005 -0.002 -0.736
C 4.291 -4.201 0.522 0.003 -0.003 0.000 -0.574
C 4.346 -2.817 0.603 -0.004 0.004 0.001 -0.656
C 3.197 -2.065 0.401 -0.011 -0.018 -0.010 -0.405
H -4.021 -4.485 2.756 0.000 -0.002 0.000 0.444
H -4.142 -4.344 0.295 0.000 0.001 0.001 0.455
H -2.378 -3.175 -0.969 0.000 0.001 0.002 0.444
H -0.356 -2.284 2.726 0.003 0.001 0.001 0.441
H -2.124 -3.465 3.967 0.002 -0.001 0.002 0.463
H -1.829 -0.479 -2.210 0.010 -0.004 -0.008 0.383
H -2.399 -0.778 -4.591 0.002 0.001 0.002 0.433
H -1.084 -2.328 -5.992 -0.001 0.000 -0.001 0.424
H 0.798 -3.591 -5.016 0.001 -0.001 0.001 0.436
H 1.374 -3.320 -2.636 0.000 0.006 -0.002 0.469
H 1.000 -4.600 -0.159 0.000 -0.004 0.002 0.484
H 3.048 -5.919 0.195 -0.002 0.000 -0.001 0.425
H 5.186 -4.786 0.683 0.000 0.001 -0.001 0.408
H 5.283 -2.325 0.830 -0.002 0.000 -0.001 0.428
H 3.241 -0.985 0.481 -0.004 0.033 -0.015 0.211
```
Positions in Å, forces in eV/Å.

Properties
- energy (eV) = -53600.2580
- HOMO level (eV) = -14.1
- total charge = +2
- orbital gap (eV) = 8.503
- energy relative to the best compared isomer or geometry (same formula, charge and spin) (kJ/mol) = 0.0
- LUMO (eV) = -5.6



Formula: C8H10O4
Source: the Open Molecules 2025 dataset
Level of theory: the ωB97M-V functional and the def2-TZVPD basis

The geometry in XYZ format:
```
22
Properties=species:S:1:pos:R:3:forces:R:3:mulliken_charge:R:1
C 0.404 1.292 -1.602 -2.473 0.899 -1.816 -0.728
C 1.217 -1.037 -1.845 0.201 0.457 0.556 -1.167
C -0.853 1.641 -1.341 0.916 -0.626 0.840 -0.074
C 0.998 0.084 -1.103 0.614 -0.322 -0.354 0.790
C 1.546 0.417 0.216 2.050 -3.035 0.899 0.217
C -1.114 0.130 0.585 1.212 0.379 -2.177 0.424
C -1.152 -2.141 -0.303 -0.194 -1.354 -1.327 -0.504
C -0.306 0.480 2.746 3.673 0.820 2.684 -0.610
O 1.683 1.511 0.679 -0.250 1.177 0.149 -0.494
O -1.636 0.920 -0.437 -0.797 -1.098 0.544 -0.380
O -1.249 -1.202 0.608 0.117 1.150 1.418 -0.248
O -1.138 0.785 1.738 -2.450 0.719 -1.985 -0.370
H 0.892 1.888 -2.351 0.383 0.181 -0.097 0.341
H 1.928 -1.802 -1.597 0.086 -0.281 0.988 0.277
H -1.360 2.511 -1.751 -0.051 -0.347 0.258 0.459
H 2.029 -0.461 0.776 -0.640 0.460 -0.424 0.360
H -1.116 -3.234 -0.069 0.073 1.506 0.749 0.261
H 0.924 -1.215 -2.877 -0.546 0.740 0.165 0.307
H -1.501 -1.917 -1.279 -0.172 0.436 -0.702 0.354
H -0.835 0.449 3.686 -0.561 -0.416 0.206 0.269
H 0.441 1.403 2.951 -1.200 -2.328 -0.874 0.200
H 0.198 -0.500 2.573 0.008 0.885 0.300 0.316
```
Positions in Å, forces in eV/Å.

Properties
- energy (eV) = -16640.9414
- HOMO level (spin up / spin down) (eV) = -7.1 / -7.6
- orbital gap (spin up / spin down) (eV) = 7.451 / 7.557
- energy relative to the best compared isomer or geometry (same formula, charge and spin) (kJ/mol) = 494.0
- LUMO (spin up / spin down) (eV) = 0.3 / 0.0